The following is a quantum chemistry calculation of a 12-piece molecular cluster, C53H87ClNO16PS overall, from OMol25.

Geometry as XYZ:
```
160
Properties=species:S:1:pos:R:3:forces:R:3:lowdin_charge:R:1
Cl 4.317700 -3.526120 -0.544655 -1.3 1.7 1.2 0.67
S 7.212012 5.363994 2.901937 5.8 -4.1 2.5 0.73
P -0.774765 3.358090 3.913763 -1.7 2.5 -0.7 0.73
O 1.811473 1.669308 -2.183288 0.3 0.0 4.1 0.04
O 7.460237 3.873079 2.695611 -2.2 3.8 -0.2 -0.38
O -1.166411 0.814727 1.759389 4.0 0.8 -0.8 0.02
O -0.183087 -3.179402 -1.108310 -0.4 0.1 -0.3 0.05
O 2.825569 -6.059034 4.114949 -0.1 -0.8 0.6 0.05
O -8.699347 -1.775947 2.542873 -0.6 0.2 -0.1 0.05
O -4.871044 -3.548304 -0.042232 -0.5 0.2 0.0 0.04
O -10.511409 -0.899859 -6.580613 -0.9 0.4 -0.5 0.04
O 1.004128 6.521038 -2.904570 0.0 -0.5 -0.4 0.04
O 4.065859 9.206239 2.849619 -0.2 0.6 0.1 0.04
O -8.032069 -3.021821 -2.957178 -0.5 0.1 -0.5 0.04
O 5.947200 5.514523 3.988091 0.6 -0.3 -2.4 -0.19
O 4.977632 -5.873683 -4.061490 -0.4 0.2 -0.2 0.05
O 8.243494 -7.997946 -1.492370 -0.1 0.6 0.1 0.06
O 8.459235 5.895401 3.579679 -4.3 0.2 -1.9 -0.35
O 5.169049 -1.278002 4.177818 0.7 0.5 0.4 0.04
N -1.668446 4.700094 4.139430 1.8 -0.9 -0.9 -0.36
C 0.662544 2.527054 1.352932 0.9 1.5 -0.3 -0.04
C 3.434144 -5.510048 -5.833379 0.3 -0.3 -0.2 -0.03
C -8.606024 -1.475521 -4.671496 0.7 0.0 0.5 -0.03
C -10.572868 -0.430413 3.117482 0.2 0.0 0.3 -0.02
C -2.055195 -1.832630 -0.531606 0.2 -0.1 0.2 -0.02
C 0.385488 3.614214 2.419676 2.8 -0.2 -3.5 -0.23
C 2.918588 6.580903 0.770897 0.4 -1.8 1.3 -0.13
C 4.224830 -7.138799 5.704666 0.2 0.3 -0.1 -0.02
C 2.012915 5.034840 -4.464279 0.3 0.2 0.2 -0.02
C 7.443626 -0.815660 3.663971 -0.2 -0.1 -0.3 -0.01
C 6.908750 6.166368 1.261540 -0.7 0.8 -1.1 -0.22
C 1.040676 -0.129618 1.012907 2.4 -2.0 -0.9 -0.03
C -10.232062 -1.410609 0.762525 0.3 -0.2 -0.2 -0.01
C -1.720234 -2.812707 -2.885475 0.3 -0.3 -0.2 -0.02
C 3.648248 10.341024 2.996478 0.2 -0.6 -0.1 -0.48
C -5.978562 -3.060109 0.103490 0.5 -0.3 -0.1 -0.47
C -9.736202 -1.255181 2.175988 0.6 -0.3 0.2 -0.49
C 0.843724 5.652488 -3.744646 0.1 0.6 0.6 -0.50
C 4.443328 6.096641 0.489121 0.6 0.9 0.6 -0.20
C 3.937386 -5.353171 -4.422812 0.5 -0.2 0.3 -0.49
C 6.390140 -0.255728 5.943559 -0.4 -0.1 0.1 -0.02
C 7.840517 -6.858355 -1.349533 0.1 -0.8 -0.1 -0.50
C -10.064798 -3.511742 -4.090984 0.1 -0.3 0.3 -0.02
C 1.984145 0.095989 -0.228834 -0.4 -1.2 1.4 -0.04
C 2.999606 -0.943671 -0.747912 -1.9 -0.5 2.6 0.00
C 5.542051 7.060192 1.208791 0.8 -1.6 -0.7 -0.20
C 2.191971 10.609456 3.266941 -0.1 -0.4 0.0 -0.02
C 1.174383 -1.462101 1.783603 2.0 1.4 -3.3 0.05
C -8.825415 -2.699322 -3.824853 0.6 0.0 0.4 -0.47
C 2.225427 -2.476399 1.281122 -0.1 0.1 -1.1 -0.15
C 1.596826 2.750682 0.103587 -0.1 2.4 1.8 -0.02
C 3.105716 -4.528561 -3.477559 0.3 -0.2 0.2 -0.04
C 8.774997 -5.681131 -1.442893 0.4 -0.2 -0.1 -0.03
C -1.221189 -2.657456 -1.473147 0.6 -0.2 0.4 -0.49
C 0.020680 1.047451 1.436578 -0.9 -0.5 0.0 -0.26
C 2.080409 5.212993 1.019435 -1.3 -2.0 -0.5 -0.13
C 2.449470 -3.870814 2.076289 0.6 1.9 0.6 -0.20
C 3.132606 -2.275612 0.024764 -2.9 3.7 0.9 -0.47
C -6.151550 -1.619360 0.502198 0.5 0.1 0.1 -0.01
C 3.880688 -3.677495 2.846156 -0.2 1.5 -0.6 -0.13
C 6.389879 -6.569713 -1.072969 -0.1 -0.3 0.1 -0.03
C 1.862932 -7.982418 5.128084 -0.3 0.1 -0.3 -0.02
C 1.131971 4.989111 2.215121 0.6 -2.3 -2.2 -0.01
C 2.958337 -6.973156 4.907136 -0.1 0.5 -0.5 -0.48
C -12.047513 -0.537947 -8.359697 0.3 -0.2 -0.1 -0.02
C 1.808867 1.533519 -0.936973 -0.1 -0.6 -1.1 -0.26
C -0.531442 5.156042 -4.102368 -0.2 0.2 0.3 -0.02
C -11.549831 -0.379758 -6.947723 0.6 -0.3 0.1 -0.48
C 2.313217 4.101064 -0.076178 -2.9 -1.5 3.2 0.05
C 6.233204 -0.826051 4.558963 -0.6 -0.3 -0.3 -0.49
C -12.385810 0.446690 -6.006765 0.2 -0.1 0.3 -0.02
C 4.568591 11.529204 2.914428 0.4 -0.2 -0.1 -0.02
C -7.225782 -3.873237 -0.107777 0.1 -0.3 0.1 -0.03
H 1.012183 -7.739009 4.487962 0.1 0.0 0.1 0.08
H 5.586089 11.185940 2.715327 -0.1 0.0 0.0 0.08
H -11.346146 -1.156816 -8.923392 -0.1 0.1 0.1 0.08
H 4.074553 -2.527195 2.904254 -0.3 -2.3 -0.1 0.06
H 3.020059 -3.506514 -3.853463 -0.2 0.0 0.0 0.09
H -7.675271 -0.988976 -4.369374 -0.1 -0.2 0.1 0.09
H 7.183863 -1.256603 2.698987 0.0 0.1 0.1 0.08
H 2.079121 11.110420 4.230649 0.0 0.2 -0.1 0.09
H -1.274974 5.689238 -3.505975 0.1 -0.1 -0.1 0.08
H 1.536383 -7.954659 6.169871 0.1 -0.2 0.0 0.09
H -6.701346 -1.082530 -0.274395 -0.2 0.0 0.1 0.09
H -2.138432 -0.809829 -0.907018 -0.2 0.0 0.0 0.09
H 9.787283 -6.037749 -1.645569 -0.1 0.0 0.0 0.08
H 1.669135 -3.929685 2.907248 0.8 -0.2 -1.5 0.10
H -0.731090 5.343406 -5.159661 0.0 -0.2 0.0 0.09
H 5.835018 -7.509548 -1.032838 0.1 0.1 0.0 0.09
H -9.530048 -2.028726 0.198319 -0.1 0.1 0.1 0.06
H 2.115178 -4.975543 -3.366988 -0.1 0.2 -0.1 0.09
H -10.656321 0.591812 2.742373 -0.2 -0.1 0.0 0.09
H 0.527658 -1.649354 2.714048 1.2 0.1 -1.7 0.13
H 7.776778 0.211684 3.501133 0.2 -0.1 0.1 0.09
H 3.362615 -4.531747 -6.313357 -0.2 0.0 0.0 0.08
H 8.779246 -5.133989 -0.497588 -0.1 0.1 -0.1 0.08
H -10.953471 -2.899273 -3.924341 0.0 0.0 -0.2 0.08
H 3.857594 -4.043038 3.921705 0.1 0.2 -1.8 0.06
H 4.003288 -7.073585 6.772057 0.0 -0.2 0.0 0.09
H 2.478124 7.211135 -0.068627 0.6 -0.9 1.1 0.12
H -10.050397 -3.886060 -5.116666 -0.2 0.2 0.0 0.09
H 3.589075 -4.501837 -2.497168 -0.3 -0.1 -0.5 -0.02
H 2.939471 5.488766 -4.105468 -0.1 0.0 0.0 0.08
H -10.300304 -0.431756 0.282873 -0.2 0.0 0.0 0.09
H -12.116777 0.439759 -8.841206 -0.2 0.0 0.0 0.09
H 1.649029 9.662296 3.299204 0.1 0.1 0.0 0.08
H 4.133568 -6.128126 -6.400786 -0.1 0.1 0.1 0.08
H 2.444483 -4.759366 1.365544 -0.2 1.2 1.1 0.10
H 2.999988 4.246327 -0.970083 -1.1 -0.1 1.4 0.11
H -6.950377 -4.891549 -0.391452 0.0 0.1 0.0 0.09
H 3.633901 -0.684632 -1.673182 -1.2 -0.6 1.7 0.12
H -0.608983 4.088452 -3.885618 0.0 0.0 -0.2 0.09
H 4.687278 -8.100494 5.472345 -0.1 0.0 0.2 0.09
H 4.724656 -4.104617 2.210296 -1.1 0.3 1.1 0.05
H -11.563976 -0.877044 3.222332 -0.1 0.2 -0.1 0.09
H -1.788867 -1.833901 -3.365170 -0.2 0.0 0.0 0.08
H -3.046535 -2.279720 -0.425118 0.0 0.1 -0.1 0.05
H 8.244248 -1.406183 4.114598 0.1 0.2 0.0 0.09
H 4.561292 12.071042 3.862501 -0.1 0.1 -0.1 0.09
H -13.376584 -0.000064 -5.899877 -0.1 0.2 -0.1 0.09
H 1.927094 5.216734 -5.537753 0.0 -0.2 0.0 0.09
H -1.575419 -1.807192 0.449199 0.0 0.0 -0.1 0.07
H -12.470122 1.468008 -6.383795 -0.2 -0.1 0.0 0.09
H 6.676598 0.796365 5.881764 0.2 -0.1 0.1 0.09
H -10.093117 -4.363546 -3.407570 0.0 0.1 -0.1 0.08
H 4.694576 6.089003 -0.629605 -0.4 -0.2 1.6 0.12
H 2.220427 -8.981600 4.870160 0.0 0.0 0.2 0.09
H -1.019676 -3.431528 -3.451086 -0.1 0.1 0.1 0.07
H 6.867916 5.314939 0.483283 0.0 1.1 1.6 0.12
H 4.255305 12.186517 2.100600 -0.1 0.1 0.2 0.09
H -9.428571 -0.774857 -4.530595 0.0 -0.1 -0.3 0.07
H 2.954777 7.144205 1.772448 -0.3 -0.6 -1.7 0.10
H -2.696560 -3.302200 -2.882633 -0.1 0.2 0.0 0.09
H -8.527433 -1.759667 -5.720986 -0.3 0.2 0.1 0.08
H -7.805160 -3.911895 0.817854 0.0 0.2 0.0 0.08
H 6.288781 -6.062013 -0.110526 0.0 0.1 -0.1 0.07
H -10.094702 -0.405168 4.098960 0.0 0.0 -0.1 0.08
H 8.465111 -5.024586 -2.258700 -0.1 0.1 0.2 0.09
H -11.906633 0.474303 -5.025620 -0.1 0.0 -0.1 0.08
H -5.169149 -1.155515 0.619986 -0.1 -0.1 -0.1 0.08
H 5.975002 -5.952565 -1.872984 0.0 0.1 0.1 0.05
H 5.277677 4.850953 3.673718 0.6 0.6 0.4 0.10
H -7.822103 -3.435742 -0.910894 0.0 0.0 0.2 0.04
H 7.836756 6.779304 1.002261 -1.2 -0.9 0.9 0.11
H -1.721443 2.300740 3.677941 1.3 0.0 0.1 0.00
H -11.208052 -1.900802 0.762763 -0.1 0.2 0.0 0.09
H 5.266283 7.329042 2.278479 0.2 0.0 -1.7 0.08
H -1.342570 5.366166 3.410461 -0.5 -0.3 0.8 -0.07
H 0.960623 5.826939 2.980377 0.4 -1.4 -1.3 0.10
H 5.438830 -0.329001 6.475077 0.1 0.0 -0.1 0.08
H -6.683361 -1.559313 1.453119 -0.2 0.0 -0.2 0.06
H 5.780603 7.945918 0.534526 -0.5 -0.9 1.3 0.12
H 2.048020 3.961563 -4.263440 -0.1 0.0 -0.2 0.08
H -0.024057 2.990409 5.083005 0.0 -0.3 -0.8 -0.01
H -13.023272 -1.028394 -8.357217 -0.1 0.2 -0.1 0.09
H 2.458639 -6.000832 -5.827470 -0.1 0.2 0.0 0.09
H 7.143973 -0.821239 6.495454 0.1 0.2 0.0 0.09
H 4.652337 5.044008 0.921528 -0.7 1.6 -0.8 0.11
H 1.773124 11.225889 2.468753 0.0 0.1 0.2 0.09
H 4.924236 -6.341769 5.442908 -0.1 -0.1 0.0 0.08
```
Forces are in eV/Å.

## Properties
Orbital gap, eV: 7.29
Calculated total energy, eV: -123256.0024
LUMO level, eV: -0.946